[1]
DFT (ωB97M-V/def2-TZVPD) results for C17H21N4O2STi as an isolated structure.

Last column: natural (NBO) charge in e.
CARTESIAN COORDINATES (ANGSTROEM)
Ti (0.29484, -0.97655, 1.40925)  1.662
C (-3.21052, -1.18578, 0.03246)  -0.630
C (-1.70112, -1.31057, -0.02391)  0.527
O (-1.19803, -2.02319, 1.09028)  -0.795
N (-1.32811, -2.08488, -1.21803)  -0.636
C (0.05052, -2.54693, -1.29725)  -0.271
C (1.15862, -1.51331, -1.42389)  0.245
C (1.69806, -1.20358, -2.66323)  -0.235
C (2.75363, -0.31298, -2.75526)  -0.130
C (3.25469, 0.24319, -1.59071)  -0.248
C (2.64811, -0.08021, -0.39456)  0.071
N (1.62399, -0.93492, -0.30273)  -0.525
H (-3.49049, -0.79505, 1.00995)  0.220
H (-3.66610, -2.16371, -0.11469)  0.226
H (-3.57128, -0.49448, -0.72884)  0.207
H (-1.60245, -1.60820, -2.06531)  0.368
H (0.12622, -3.21185, -2.15815)  0.216
H (0.25192, -3.15424, -0.41351)  0.239
H (1.29047, -1.67306, -3.54852)  0.226
H (3.18256, -0.06282, -3.71647)  0.226
H (4.08281, 0.93693, -1.60326)  0.231
H (2.99147, 0.35953, 0.53517)  0.212
N (-0.98839, -0.03650, 0.15442)  -0.820
C (-0.80223, 0.90503, -0.83026)  0.268
C (-1.50196, 0.95263, -2.05227)  -0.329
C (-1.22689, 1.92570, -3.00251)  -0.176
C (-0.26002, 2.89490, -2.77940)  -0.284
C (0.41335, 2.88707, -1.56288)  -0.181
C (0.14494, 1.92186, -0.61056)  -0.304
H (-2.29617, 0.24835, -2.25287)  0.198
H (-1.78906, 1.92818, -3.92873)  0.207
H (-0.05092, 3.65175, -3.52309)  0.211
H (1.15596, 3.64775, -1.35206)  0.207
H (0.67147, 1.93805, 0.33854)  0.204
S (2.52833, -1.03440, 4.99137)  -0.222
C (2.02131, -1.77301, 3.63773)  0.164
N (1.54566, -2.19288, 2.64854)  -0.668
C (-1.36099, 0.54183, 3.95051)  -0.644
C (-0.35193, 1.40079, 3.22597)  -0.065
O (0.77277, 0.59744, 2.75710)  -0.782
H (-2.18550, 1.16576, 4.29850)  0.231
H (-0.90921, 0.05061, 4.81374)  0.226
H (-1.78101, -0.22078, 3.28938)  0.227
H (0.05201, 2.18411, 3.86660)  0.191
H (-0.77915, 1.85263, 2.33369)  0.213
H (1.33783, 0.35979, 3.52979)  0.526

## Properties
Kohn-Sham gap (spin up / spin down) = 7.26 / 7.47 eV
ΔE to the lowest compared entry with this formula, charge and spin = 0.000 eV
2S+1 = 2
Strongest force on any atom = 0.0063 hartree/bohr

[2]
DFT (ωB97M-V/def2-TZVPD) results for C8H17ClInNO2PS as an isolated structure at a distorted geometry.

Last column: Mulliken charge in e.
CARTESIAN COORDINATES (ANGSTROEM)
C (3.32313, 0.86935, 0.95724)  -0.938
C (2.30697, 2.00821, 0.75699)  -0.613
C (1.29142, 1.74787, -0.34538)  -0.594
Cl (2.18485, 1.78226, -1.92441)  -0.201
In (0.03467, -0.06797, -0.01761)  0.619
C (0.69488, -1.35155, 1.70358)  -0.936
C (-0.30800, -2.40297, 1.81331)  -0.096
N (-0.10513, -3.63507, 1.52801)  -0.674
C (-2.01844, 0.68870, 0.47636)  -1.192
C (-3.15008, 0.23266, -0.41952)  -0.524
O (-2.81777, 0.18356, -1.82183)  -0.291
C (-2.31627, 1.31509, -2.32682)  0.204
O (-2.58321, 2.43733, -1.95359)  -0.536
P (0.08246, -1.68913, -2.03156)  0.109
S (1.88729, -1.85998, -2.85429)  -0.499
H (4.33230, 1.24953, 1.06931)  0.343
H (3.04402, 0.28184, 1.82627)  0.189
H (3.29118, 0.22460, 0.08349)  0.267
H (1.79450, 2.25608, 1.68691)  0.296
H (2.85978, 2.91008, 0.47904)  0.429
H (0.62840, 2.60709, -0.39055)  0.441
H (1.68579, -1.75741, 1.53217)  0.315
H (0.67863, -0.75510, 2.61613)  0.402
H (-1.30324, -2.09326, 2.15474)  0.318
H (-0.96603, -4.16101, 1.65043)  0.237
H (-2.26172, 0.37989, 1.49244)  0.456
H (-1.97395, 1.77592, 0.49541)  0.444
H (-3.40643, -0.78976, -0.15612)  0.320
H (-4.05659, 0.81757, -0.26437)  0.344
H (-1.65137, 1.14098, -3.18041)  0.370
H (-0.32109, -2.98117, -1.62389)  0.011
H (-0.88095, -1.36421, -3.01148)  -0.018

## Properties
Kohn-Sham gap = 6.86 eV
Charge = -1
Strongest force on any atom = 0.0242 hartree/bohr

[3]
DFT (ωB97M-V/def2-TZVPD) results for C12H30B2CoF8N2O4 as an isolated structure at a distorted geometry.

Last column: natural (NBO) charge in e.
CARTESIAN COORDINATES (ANGSTROEM)
Co (0.38574, 0.22837, -0.21358)  1.584
B (3.56865, 0.95215, -0.67323)  1.328
F (2.23912, 1.02553, -0.37779)  -0.577
F (4.25808, 0.13793, 0.23919)  -0.577
F (3.79918, 0.56864, -1.94456)  -0.545
F (4.17765, 2.17399, -0.41369)  -0.566
B (-2.99253, 0.53129, -0.86891)  1.315
F (-3.08515, -0.44235, -1.79360)  -0.536
F (-3.65792, 0.21320, 0.27210)  -0.555
F (-1.69494, 0.77866, -0.52370)  -0.573
F (-3.51814, 1.73603, -1.41706)  -0.567
C (2.45413, -2.42624, 0.23574)  -0.253
O (1.59340, -1.32631, 0.62209)  -0.597
C (1.55154, -1.23071, 2.00285)  -0.072
C (1.23280, 0.22187, 2.47867)  -0.259
N (0.06943, 0.69449, 1.76972)  -0.712
C (-0.30777, 2.06353, 2.13952)  -0.260
C (0.24885, 3.12806, 1.17893)  -0.071
O (0.04654, 2.57809, -0.11343)  -0.593
C (-0.55561, 3.45735, -1.08478)  -0.247
H (3.45842, -2.41143, 0.65915)  0.228
H (2.60472, -2.38251, -0.84293)  0.203
H (1.83766, -3.31764, 0.35174)  0.177
H (2.48894, -1.52482, 2.47494)  0.197
H (0.83801, -1.91981, 2.45466)  0.183
H (2.11121, 0.76450, 2.12932)  0.224
H (1.12646, 0.48421, 3.53127)  0.199
H (-0.61140, 0.06514, 2.17034)  0.422
H (-0.29298, 2.31731, 3.19947)  0.201
H (-1.38422, 2.15776, 1.99650)  0.221
H (1.31602, 3.32947, 1.27220)  0.196
H (-0.23018, 4.09859, 1.30823)  0.195
H (-1.40179, 3.97518, -0.63319)  0.187
H (-0.97258, 2.84002, -1.88048)  0.212
H (0.10777, 4.20382, -1.52161)  0.178
C (-2.36819, -1.27306, 2.99921)  -0.272
O (-1.52393, -1.56717, 1.86594)  -0.586
C (-2.17183, -2.45154, 0.95228)  -0.075
C (-1.19731, -2.73459, -0.22885)  -0.228
N (-0.78817, -1.49745, -0.89248)  -0.704
C (-0.16645, -1.83237, -2.16257)  -0.243
C (-0.14984, -0.63245, -3.09589)  -0.073
O (0.51611, 0.41904, -2.30269)  -0.629
C (1.13547, 1.45807, -3.11000)  -0.243
H (-1.92951, -0.64103, 3.77134)  0.187
H (-2.63497, -2.22891, 3.45010)  0.181
H (-3.22577, -0.72788, 2.60496)  0.209
H (-3.09010, -2.00199, 0.57443)  0.204
H (-2.53334, -3.35401, 1.44519)  0.179
H (-1.72764, -3.45315, -0.85376)  0.195
H (-0.30382, -3.21533, 0.16944)  0.190
H (-1.70964, -1.13222, -1.08637)  0.419
H (-0.74310, -2.57473, -2.71436)  0.193
H (0.82707, -2.24299, -1.98254)  0.205
H (-1.10962, -0.26979, -3.46385)  0.211
H (0.32900, -0.94376, -4.02428)  0.198
H (1.66602, 2.16949, -2.47714)  0.228
H (0.34461, 1.92123, -3.70002)  0.172
H (1.74583, 1.06325, -3.92220)  0.195

## Properties
Kohn-Sham gap (spin up / spin down) = 10.61 / 10.75 eV
ΔE to the lowest compared entry with this formula, charge and spin = 1.374 eV
2S+1 = 4
Strongest force on any atom = 0.0812 hartree/bohr

[4]
DFT (ωB97M-V/def2-TZVPD) results for a 2-piece molecular cluster, C4H7N2O6S overall at a distorted geometry.

Last column: natural (NBO) charge in e.
CARTESIAN COORDINATES (ANGSTROEM)
C (-0.68322, -1.77213, 1.60446)  -0.622
C (0.76669, -1.18164, 1.36970)  -0.398
C (0.95702, 0.01678, 0.38467)  -0.490
C (0.04601, 0.06985, -0.74288)  0.025
N (-0.35017, -0.87521, -1.42508)  0.108
N (-1.26798, 1.56462, -0.18691)  0.410
O (-1.11395, 1.82772, 1.04120)  -0.488
O (-0.34970, 1.98675, -2.80125)  -0.920
O (-1.24116, -1.32775, -2.17132)  -0.325
O (-2.19174, 1.90146, -0.86489)  -0.355
O (1.01938, 2.65836, -0.90852)  -0.942
O (1.81726, 0.96909, -2.49568)  -0.967
S (0.69344, 1.63072, -1.88598)  2.401
H (-1.22845, -2.30439, 0.84212)  0.209
H (-1.33741, -0.99692, 1.85385)  0.215
H (-0.67528, -2.47808, 2.36828)  0.196
H (1.07138, -0.70240, 2.32619)  0.219
H (1.27931, -2.03508, 0.89731)  0.207
H (1.94867, 0.08645, 0.05640)  0.242
H (0.83989, 0.96178, 0.73833)  0.278

## Properties
Kohn-Sham gap (spin up / spin down) = 6.51 / 7.12 eV
Charge = -1
ΔE to the lowest compared entry with this formula, charge and spin = 8.441 eV
Strongest force on any atom = 0.0907 hartree/bohr